[1]
{"formula": "C37H31BF2N3O2RhSb", "method": "ωB97M-V/def2-TZVPD", "relative_energy_kcal_mol": 37.27, "total_charge": 1, "lumo_energy_ev": -5.31, "multiplicity": 1, "species": ["Rh", "O", "C", "O", "C", "C", "C", "N", "C", "C", "C", "C", "C", "C", "C", "N", "C", "C", "C", "C", "C", "N", "H", "H", "H", "H", "H", "H", "H", "H", "H", "H", "C", "C", "C", "C", "C", "C", "C", "Sb", "C", "C", "C", "C", "C", "C", "C", "C", "C", "C", "C", "C", "C", "C", "H", "H", "H", "H", "H", "H", "H", "H", "H", "H", "H", "H", "H", "H", "H", "H", "H", "H", "H", "H", "H", "F", "B", "F"], "coordinates": [[-1.3500, 0.0287, 1.4660], [-6.3757, 2.3978, -2.5526], [-5.6223, 3.1905, -2.0019], [-5.4400, 4.3950, -1.8776], [-4.4526, 2.3436, -1.1193], [-3.5273, 3.0697, -0.3840], [-2.5809, 2.3523, 0.3354], [-2.5945, 1.0129, 0.2672], [-3.5098, 0.2911, -0.3975], [-4.4789, 0.9582, -1.1363], [-3.3503, -1.1551, -0.2180], [-4.1455, -2.0950, -0.8605], [-3.9285, -3.4423, -0.6537], [-2.9062, -3.8365, 0.2022], [-2.1616, -2.8610, 0.8290], [-2.3601, -1.5540, 0.6349], [-1.5136, 2.8794, 1.1962], [-1.2247, 4.2321, 1.3027], [-0.1721, 4.6548, 2.0918], [0.5731, 3.7083, 2.7826], [0.2233, 2.3800, 2.6632], [-0.7773, 1.9571, 1.8872], [-3.5778, 4.1505, -0.3783], [-5.2490, 0.4428, -1.6949], [-4.9288, -1.7505, -1.5209], [-4.5419, -4.1818, -1.1497], [-2.6919, -4.8803, 0.3780], [-1.3711, -3.1209, 1.5211], [-1.8285, 4.9389, 0.7511], [0.0712, 5.7057, 2.1669], [1.4145, 3.9908, 3.3978], [0.7619, 1.6164, 3.2090], [2.9408, -0.0705, 2.7796], [3.0922, 1.0203, 1.7512], [3.9976, 2.0562, 1.9623], [4.2285, 3.0221, 0.9937], [3.5572, 2.9621, -0.2169], [2.6341, 1.9494, -0.4402], [2.3933, 0.9923, 0.5400], [1.0212, -0.6190, 0.1979], [0.1936, -0.1695, -1.7256], [-0.2115, 1.1510, -1.9186], [-0.8495, 1.5327, -3.0870], [-1.0847, 0.5838, -4.0703], [-0.7004, -0.7330, -3.8690], [-0.0805, -1.1451, -2.6910], [0.2309, -2.6039, -2.4831], [2.5852, -2.0667, -0.1620], [3.5695, -1.6560, -1.0516], [4.6396, -2.4933, -1.3273], [4.7198, -3.7286, -0.7013], [3.7337, -4.1237, 0.1900], [2.6456, -3.3023, 0.4754], [1.5694, -3.7575, 1.4253], [3.4424, 0.1955, 3.7083], [3.3971, -0.9914, 2.4051], [1.8915, -0.2851, 3.0053], [4.5433, 2.0950, 2.8981], [4.9460, 3.8109, 1.1779], [3.7518, 3.6920, -0.9920], [2.1166, 1.9036, -1.3893], [-0.0252, 1.8941, -1.1507], [-1.1615, 2.5599, -3.2263], [-1.5807, 0.8672, -4.9890], [-0.8939, -1.4683, -4.6409], [-0.1782, -3.2008, -3.2960], [-0.2064, -2.9629, -1.5458], [1.3047, -2.7794, -2.4406], [3.5031, -0.6847, -1.5296], [5.4048, -2.1762, -2.0233], [5.5545, -4.3851, -0.9075], [3.8060, -5.0900, 0.6746], [1.8224, -4.7185, 1.8687], [0.6217, -3.8691, 0.8911], [1.4259, -3.0352, 2.2330], [-0.4847, -0.8279, 4.2013], [-1.5076, -0.5524, 3.4003], [-2.7020, -0.6113, 3.9588]], "forces_ev_per_a": [[1.10, -0.64, -0.64], [-0.21, 0.36, -0.20], [1.25, -0.94, 0.98], [-0.35, 0.08, -0.29], [-1.28, 0.99, -0.94], [0.71, -0.48, 0.46], [-0.69, 0.06, -0.58], [-0.79, 0.13, 0.96], [-0.39, 0.85, -0.35], [0.70, -0.59, 0.48], [0.17, -0.82, 0.12], [-0.02, 0.45, -0.03], [0.26, -0.22, 0.18], [-0.28, 0.01, -0.23], [0.20, 0.04, 0.20], [-0.45, 0.03, -0.35], [0.60, 0.26, 0.43], [-0.34, -0.21, -0.24], [0.29, -0.17, 0.21], [-0.16, 0.31, -0.13], [0.10, -0.25, 0.11], [-0.19, 0.38, -0.21], [-0.15, 0.01, -0.15], [-0.08, 0.19, -0.10], [0.00, -0.04, -0.01], [-0.01, 0.02, -0.03], [0.00, 0.01, 0.07], [-0.01, 0.04, -0.02], [0.03, 0.03, 0.01], [-0.03, 0.01, -0.01], [-0.02, -0.03, 0.04], [-0.03, -0.02, -0.08], [0.04, 0.07, -0.10], [0.05, -0.02, 0.03], [0.00, -0.02, 0.05], [-0.02, 0.01, -0.03], [-0.02, 0.03, -0.04], [0.02, 0.01, 0.06], [-0.34, -0.14, -0.17], [0.47, -0.06, 0.63], [-0.09, -0.05, 0.48], [0.00, -0.01, -0.02], [-0.03, 0.08, -0.01], [0.01, 0.02, 0.03], [0.01, -0.04, -0.01], [-0.06, -0.02, 0.03], [0.01, 0.12, -0.03], [-0.52, 0.26, 0.17], [-0.03, 0.02, 0.01], [0.02, 0.02, -0.04], [-0.01, 0.05, -0.02], [-0.02, -0.05, 0.03], [-0.02, -0.07, -0.02], [0.10, 0.05, -0.08], [-0.02, -0.02, 0.02], [-0.03, -0.03, 0.06], [0.02, -0.04, 0.04], [0.01, -0.01, -0.01], [0.00, -0.01, 0.01], [0.00, 0.01, 0.02], [0.07, 0.02, -0.01], [-0.04, 0.02, -0.01], [-0.01, -0.01, -0.01], [0.01, 0.00, 0.00], [-0.03, 0.00, 0.02], [-0.02, -0.02, 0.03], [0.03, -0.05, 0.00], [0.05, -0.05, 0.02], [0.06, -0.01, -0.01], [0.00, -0.02, 0.01], [-0.01, -0.01, 0.01], [0.00, 0.01, 0.00], [-0.03, 0.00, 0.02], [0.01, -0.04, 0.03], [-0.04, -0.03, 0.02], [0.12, 0.11, -0.29], [0.43, -0.01, -0.13], [-0.08, 0.07, -0.45]], "mulliken_charge": [-0.262, -0.670, 0.345, -0.670, -0.563, -0.851, 0.682, 0.204, 0.580, -0.931, 0.434, -1.015, -0.580, -0.937, -0.319, 0.800, 0.424, -0.911, -0.694, -0.965, -0.244, 0.670, 0.670, 0.682, 0.506, 0.475, 0.497, 0.572, 0.508, 0.465, 0.503, 0.655, -1.613, 0.200, -0.772, -0.821, -0.952, -1.116, 1.717, 1.668, 1.398, -0.837, -1.247, -1.021, -0.748, 0.738, -1.186, 0.572, -0.474, -0.940, -0.716, -0.792, 0.646, -0.764, 0.517, 0.258, 0.226, 0.440, 0.441, 0.484, 0.601, 0.598, 0.498, 0.439, 0.446, 0.497, 0.138, 0.219, 0.423, 0.466, 0.411, 0.420, 0.543, 0.018, 0.130, -0.246, 0.186, -0.160]}

---

[2]
{"formula": "C26H44BrN3P2SV", "method": "ωB97M-V/def2-TZVPD", "relative_energy_kcal_mol": 115.23, "total_charge": 2, "lumo_energy_ev": [-7.17, -7.60], "multiplicity": 4, "species": ["N", "C", "C", "C", "C", "C", "C", "V", "P", "C", "C", "C", "C", "C", "C", "C", "Br", "H", "H", "H", "H", "H", "H", "H", "H", "H", "H", "P", "C", "C", "H", "H", "H", "H", "H", "C", "C", "H", "H", "H", "H", "H", "C", "C", "H", "H", "H", "H", "H", "C", "C", "H", "H", "H", "H", "H", "C", "C", "H", "H", "H", "H", "H", "C", "C", "H", "H", "H", "H", "H", "N", "C", "N", "S", "H", "H", "H", "H"], "coordinates": [[2.1991, -3.8210, 4.8723], [1.1441, -4.2878, 4.1944], [0.8964, -3.9673, 2.8808], [1.8788, -3.2643, 2.1841], [3.0570, -2.8165, 2.8373], [3.1366, -3.1428, 4.2012], [1.7239, -3.0204, 0.7011], [0.1999, -0.6120, -1.6013], [-1.4192, 1.2629, -1.8768], [2.4312, -2.0708, 0.0212], [2.1111, -1.7899, -1.4071], [2.8119, -0.7025, -2.0131], [2.3590, -0.2096, -3.2168], [1.1447, -0.6506, -3.6215], [0.6022, -1.9096, -3.3285], [1.0252, -2.4831, -2.0945], [0.4148, 0.3712, -5.3851], [0.7584, -3.3658, 0.3311], [2.9078, -1.2820, 0.5320], [-0.0201, -4.2615, 2.3613], [3.8264, -2.2235, 2.3682], [0.4208, -4.8867, 4.7318], [3.9703, -2.7934, 4.7984], [3.7808, -0.4444, -1.5753], [0.8333, -3.4775, -1.8140], [2.8048, 0.6293, -3.7443], [-0.0975, -2.3146, -3.9957], [0.4497, 1.2361, 1.4044], [-2.3014, -0.1942, -2.6900], [-2.5123, 0.0458, -4.1635], [-3.2648, -0.3935, -2.1926], [-1.7021, -1.1264, -2.5352], [-2.9154, -0.8185, -4.6922], [-3.1093, 0.9292, -4.4081], [-1.5086, 0.1690, -4.6207], [-0.2082, 2.2143, -2.8330], [-0.7662, 3.1599, -3.8764], [0.4109, 1.4860, -3.3800], [0.4876, 2.6957, -2.1320], [0.0176, 3.4601, -4.5702], [-1.5224, 2.6874, -4.5096], [-1.1671, 4.0747, -3.4372], [-2.7050, 2.4515, -1.3569], [-3.7586, 2.6780, -2.4399], [-2.2129, 3.4037, -1.0948], [-3.1420, 2.0444, -0.4335], [-4.4869, 3.4381, -2.1404], [-3.3224, 3.0474, -3.3754], [-4.3340, 1.7704, -2.6412], [-0.8376, 1.9207, 2.5485], [-1.9859, 2.7135, 1.9384], [-0.2928, 2.5329, 3.2904], [-1.2286, 1.0398, 3.0818], [-2.4414, 3.3175, 2.7421], [-1.6531, 3.4067, 1.1449], [-2.7641, 2.0317, 1.5568], [1.2495, 2.8262, 0.7822], [2.6241, 2.5935, 0.1443], [1.3051, 3.5366, 1.6290], [0.5371, 3.2522, 0.0464], [3.0787, 3.5597, -0.1295], [3.3062, 2.0889, 0.8446], [2.5293, 1.9826, -0.7740], [1.6366, 0.6744, 2.7380], [1.0531, -0.1424, 3.8945], [2.1347, 1.5769, 3.1315], [2.3952, 0.0767, 2.2011], [1.8856, -0.4714, 4.5298], [0.3728, 0.4370, 4.5411], [0.5444, -1.0559, 3.5357], [-2.0998, -3.2732, 1.5341], [-1.8910, -2.0138, 1.8764], [-1.8748, -1.7549, 3.1808], [-1.5749, -0.8708, 0.5482], [-2.1979, -3.9371, 2.2569], [-2.0206, -3.6738, 0.6529], [-1.7120, -0.8215, 3.5335], [-1.4061, -2.4780, 3.7771]], "forces_ev_per_a": [[0.20, -0.47, -0.49], [-0.08, 0.60, 0.59], [0.35, 0.04, -0.84], [1.28, 0.84, -1.50], [-1.58, -1.04, 0.88], [-0.34, 0.45, -0.23], [-0.15, 1.71, 1.72], [-1.46, 2.39, 2.63], [0.26, -0.70, 1.11], [-2.37, -1.65, -1.16], [-0.26, -0.37, 1.01], [0.25, -1.34, 0.36], [0.85, 1.73, 1.04], [-2.31, -0.15, -4.76], [1.30, 0.12, 1.37], [2.58, 0.65, -1.74], [2.53, -1.85, 1.13], [0.59, -0.66, -0.52], [1.42, 0.29, 0.51], [0.52, -0.19, 0.24], [0.09, -0.21, -0.17], [0.08, -0.04, 0.29], [0.06, -0.05, -0.02], [-0.53, 0.38, -0.06], [-0.78, -0.93, 0.34], [0.23, -0.15, 0.21], [-1.05, -0.71, -0.52], [0.93, 0.77, -0.32], [-0.27, 0.98, -0.32], [0.92, -0.41, -1.21], [0.54, 0.24, 0.35], [-0.35, 0.18, -0.03], [-0.38, -0.05, 0.19], [0.03, -0.26, 0.26], [-1.66, 0.12, 0.48], [0.06, -0.27, -1.21], [0.12, 0.57, -0.50], [-0.32, 0.56, 0.62], [-0.45, 0.01, 0.10], [0.17, 0.14, 0.07], [0.02, 0.06, 0.26], [-0.12, -0.11, -0.04], [-0.14, -0.06, 0.39], [-0.37, 0.22, -0.26], [-0.01, -0.45, -0.07], [-0.01, 0.23, -0.37], [0.17, -0.10, 0.21], [-0.12, -0.22, 0.25], [0.12, 0.09, -0.02], [0.24, -0.20, -0.03], [-0.28, 0.16, 0.25], [-0.17, -0.23, -0.24], [0.02, 0.44, -0.06], [0.05, -0.17, -0.46], [-0.18, -0.33, 0.37], [0.36, 0.36, 0.04], [-0.40, -0.17, 0.60], [-0.14, 0.21, -0.02], [0.11, -0.18, -0.40], [0.36, -0.12, 0.35], [-0.10, -0.43, 0.02], [-0.15, 0.12, -0.26], [0.10, 0.17, 0.34], [0.22, 0.29, -0.47], [0.11, -0.24, 0.09], [-0.06, -0.29, -0.08], [-0.11, 0.22, 0.41], [-0.27, 0.03, -0.06], [0.24, -0.19, -0.35], [0.24, 0.42, 0.14], [0.02, 0.05, 1.64], [0.69, 0.55, -2.69], [0.85, -0.57, 1.16], [-0.94, -0.82, 1.48], [-0.41, -0.81, 0.91], [0.07, 0.03, -1.88], [-0.05, -0.05, -0.43], [-1.02, 0.82, -0.62]], "mulliken_charge": [-0.513, -0.486, -0.612, 0.620, -0.387, -0.590, 0.137, 0.322, 1.062, -0.068, -0.174, -0.515, 0.018, -0.679, -1.052, -0.193, -0.116, -0.060, 0.242, 0.639, 0.505, 0.424, 0.421, 0.596, 1.023, 0.541, 0.610, 1.180, -0.141, -0.515, 0.609, 0.298, 0.453, 0.274, -0.555, 0.986, -1.869, -0.801, 0.101, 0.439, 0.339, 0.413, -0.201, -1.497, 0.512, 0.158, 0.452, 0.258, 0.341, -0.661, -1.126, 0.581, -0.220, 0.439, 0.235, 0.188, -0.933, -1.025, 0.557, 0.280, 0.415, 0.324, 0.048, -0.508, -1.139, 0.609, 0.048, 0.384, 0.438, -0.060, -0.248, 0.012, -0.400, -0.169, 0.293, 0.151, 0.279, 0.258]}

---

Let's list strongest force on any atom in order: 1.87 5.29 eV Å⁻¹.